C20H27F5N2O3Sr | the ωB97M-V functional and the def2-TZVPD basis

Energy relative to the best compared isomer or geometry (same formula, charge and spin)   6.6 kcal per mole
Kohn-Sham gap   7.155 eV

```
58
Properties=species:S:1:pos:R:3:nbo_charge:R:1
Sr -2.22361 -0.66512 -0.99323 1.7215
C 6.76724 0.24446 -1.73007 -0.6358
C 5.27007 0.11351 -1.71063 0.0569
C 4.46004 1.01647 -2.38354 -0.2400
C 3.07804 0.90229 -2.36586 0.0680
C 2.27359 1.92573 -3.13010 -0.6577
C 2.49192 -0.16302 -1.64733 -0.1716
C 1.02752 -0.20489 -1.66688 0.4282
O 0.32870 -1.10390 -1.19308 -0.6895
C 3.29776 -1.08994 -0.95314 0.0722
C 2.80003 -2.25166 -0.12531 -0.6555
C 4.67264 -0.92354 -1.00644 -0.2374
H 7.08844 1.10117 -2.31992 0.2195
H 7.22997 -0.64949 -2.15087 0.2278
H 7.15946 0.36362 -0.71895 0.2279
H 4.91324 1.83100 -2.93574 0.2106
H 2.94904 2.65713 -3.56993 0.2208
H 1.55871 2.45025 -2.49959 0.2534
H 1.70196 1.47795 -3.94517 0.2236
H 0.53113 0.65510 -2.12626 0.1766
H 1.72478 -2.33683 -0.08356 0.2437
H 3.18750 -2.15717 0.89110 0.2230
H 3.20103 -3.18365 -0.52826 0.2279
H 5.29917 -1.62918 -0.47058 0.2087
C -2.05610 -2.12396 2.19038 -0.2667
C -1.95855 -1.99216 3.73365 -0.2520
N -1.73766 -0.59746 4.11361 -0.4089
C -2.85603 0.21596 3.62888 -0.2517
C -2.99770 0.08497 2.09236 -0.2938
N -1.91823 -0.79270 1.57620 -0.5209
C -0.60938 -0.21750 1.94620 -0.2661
C -0.50467 -0.11953 3.48954 -0.2540
H -3.01698 -2.53881 1.87861 0.2205
H -1.26585 -2.76631 1.79248 0.1943
H -1.13550 -2.59116 4.12662 0.2007
H -2.87562 -2.33721 4.21242 0.2078
H -2.67240 1.25136 3.91804 0.2055
H -3.76538 -0.11149 4.13384 0.2073
H -2.92375 1.05183 1.58794 0.2293
H -3.95131 -0.35399 1.80042 0.2346
H -0.52538 0.76171 1.46781 0.2175
H 0.17089 -0.85603 1.52525 0.2013
H -0.33943 0.91140 3.80490 0.2063
H 0.32772 -0.71728 3.86507 0.1994
F -5.23401 -2.46155 -0.22522 -0.3990
C -4.79504 -1.21372 -0.70140 0.0407
F -5.52308 -0.28399 0.05360 -0.3912
C -5.38764 -1.10986 -2.10014 0.8782
F -6.70862 -1.19680 -2.23589 -0.3124
F -4.98880 0.06944 -2.65105 -0.3458
F -4.83371 -2.08664 -2.87633 -0.3528
C -0.45284 3.89836 -1.02562 -0.2792
O -0.50813 2.49603 -1.24617 -0.6448
C -1.80812 1.88481 -0.98063 0.2039
O -2.66183 2.65589 -0.62019 -0.6691
H 0.59253 4.19176 -1.12904 0.1718
H -0.80979 4.16898 -0.03105 0.1850
H -1.05796 4.44534 -1.75177 0.1811
```